Density functional theory data (ωB97M-V/def2-TZVPD) for a cluster of 2 separate species, C5H12N2 in total.

Last column: Löwdin charge in e.
Element x y z (Å)
C1 3.298005 -0.996076 0.663306  -0.028
C2 2.077315 -0.509419 0.454268  -0.314
N1 1.743239 0.817972 0.206885  0.039
H1 4.150157 -0.329773 0.708966  0.045
H2 3.454147 -2.057418 0.771067  0.038
H3 1.254180 -1.209769 0.363839  0.083
H4 2.486021 1.477418 0.392170  0.084
H5 0.886730 1.120369 0.650909  0.062
N2 -1.707535 -1.452314 -1.082947  -0.010
C3 -1.732831 -0.453616 0.000131  -0.300
C4 -2.187902 1.976990 -0.194479  -0.004
C5 -1.495083 0.914994 -0.576379  -0.210
H6 -2.044928 -2.348473 -0.750767  0.061
H7 -0.750395 -1.618521 -1.378329  0.056
H8 -0.968426 -0.652773 0.761829  0.089
H9 -2.721130 -0.496795 0.448097  0.108
H10 -2.031497 2.951985 -0.635430  0.051
H11 -2.969272 1.881043 0.548014  0.056
H12 -0.740794 0.984177 -1.351148  0.095

Forces on atoms 1 to 6 (eV/Å):
-0.097 0.256 -0.049
0.215 -0.316 -0.115
-0.084 0.123 0.146
0.112 -0.078 0.074
0.045 -0.012 -0.038
-0.167 0.112 0.129

## Properties
* SMILES: C=CCN.C=CN


Density functional theory data (ωB97M-V/def2-TZVPD) for the ion C4H8BrN2 with charge +1 at a distorted geometry.

Last column: Löwdin charge in e.
Element x y z (Å)
C1 -0.553443 -0.591467 0.692407  -0.428
C2 1.791723 -0.250267 -0.494850  -0.094
C3 0.706704 0.540642 -1.288715  -0.062
C4 0.396756 -0.691750 -0.538907  -0.689
N1 -0.395266 0.521047 1.454934  0.193
N2 -1.547898 -1.380276 1.079806  0.129
Br1 -0.008999 -2.346767 -1.565698  1.066
H1 2.593863 -0.964268 -0.940331  0.157
H2 2.151979 0.257057 0.366645  0.099
H3 0.315565 1.424336 -0.859240  0.104
H4 0.727539 0.530898 -2.391081  0.125
H5 0.324744 1.079495 1.241748  0.050
H6 -0.864257 0.454330 2.385824  0.154
H7 -1.940945 -2.143557 0.562390  0.083
H8 -1.900163 -1.285254 2.016153  0.113

Forces on atoms 1 to 6 (eV/Å):
2.563 0.629 -2.847
1.668 0.192 -1.763
2.220 -1.113 -2.357
-3.590 -2.070 3.396
-3.462 -2.523 2.044
-1.900 -1.819 0.132

## Properties
* multiplicity: 3
* ⟨S²⟩: 2.01
* net charge: +1


Density functional theory data (ωB97M-V/def2-TZVPD) for the ion C2H3Cl3OP with charge +1 at a distorted geometry.

Last column: Löwdin charge in e.
Element x y z (Å)
C1 1.097067 -0.276134 -0.070114  -0.529
C2 0.177221 0.356942 0.811218  -0.558
O1 0.976481 -0.692820 1.243778  -0.001
P1 -1.690991 0.320024 0.625316  0.429
Cl1 0.990909 -1.851451 -1.242698  0.809
Cl2 -1.920580 2.178508 1.240894  0.419
Cl3 -2.009724 0.250926 -1.415564  0.323
H1 -0.181170 -1.861322 -1.748540  -0.132
H2 2.007540 0.107437 -0.358044  0.084
H3 0.553247 1.467888 0.913758  0.155

Forces on atoms 1 to 6 (eV/Å):
-1.077 0.621 0.781
0.728 2.872 0.607
-0.191 0.001 0.882
1.275 0.977 -1.215
0.199 -3.819 -2.443
-1.038 -0.061 -0.089

## Properties
* multiplicity: 3
* ⟨S²⟩: 2.01
* net charge: +1


Density functional theory data (ωB97M-V/def2-TZVPD) for an isolated molecule of C5H10N2O2 at a distorted geometry.

Last column: Löwdin charge in e.
Element x y z (Å)
C1 -1.283623 0.242026 0.418708  -0.460
C2 -0.220302 1.335914 0.165718  -0.077
C3 1.172694 0.858415 0.626284  -0.101
C4 0.522980 -1.425094 0.074820  -0.220
C5 -0.904317 -1.025291 -0.344434  -0.155
H1 -2.679321 0.858478 -0.885613  0.121
H2 -1.198918 -0.130657 1.524712  0.178
H3 -0.424271 2.078176 0.604771  -0.003
H4 -0.237248 1.676357 -0.932663  0.168
H5 1.721348 1.544922 0.311383  0.023
H6 1.297769 0.579454 1.749705  0.176
H7 0.595799 -2.434805 -0.195637  0.073
H8 0.475435 -1.931618 1.252570  0.181
H9 -0.944180 -0.693874 -1.479013  0.151
H10 -1.575944 -2.061127 0.004593  0.188
N1 1.479630 -0.356731 -0.092546  -0.149
N2 2.138558 -0.439979 -1.279066  -0.029
O1 -2.521217 0.704163 0.072203  -0.027
O2 2.585130 0.621270 -1.596494  -0.036

Forces on atoms 1 to 6 (eV/Å):
1.783 -1.183 0.543
2.372 -10.392 -6.068
-4.927 -5.808 2.557
-1.983 -0.836 4.005
-0.684 -1.447 -0.008
0.743 -0.387 0.950

## Properties
* SMILES: O=NN1CCC(O)CC1


Density functional theory data (ωB97M-V/def2-TZVPD) for a cluster of 2 separate species, C4H10O3 in total at a distorted geometry.

Last column: Löwdin charge in e.
Element x y z (Å)
O1 1.191799 0.167426 -3.460705  0.104
C1 0.183055 0.598365 -2.974585  -0.556
O2 -0.974108 0.655629 -3.670342  0.096
C2 0.027542 1.049541 -1.564016  -0.102
C3 0.208711 -0.157357 -0.574698  -0.206
C4 -0.860495 -0.201219 0.528087  -0.101
H1 -0.789965 0.256817 -4.548202  0.134
H2 -0.911668 1.542317 -1.376672  0.103
H3 0.816112 1.763350 -1.371691  0.120
H4 0.223903 -1.078047 -1.144306  0.104
H5 1.169108 -0.002318 -0.089516  0.102
H6 -1.617722 0.586110 0.442696  0.066
H7 -0.423061 -0.040880 1.516067  0.070
H8 -1.401076 -1.136308 0.473042  0.064
H9 1.128080 -0.643678 6.328159  0.031
H10 1.199758 -2.111339 5.844562  0.029
O3 0.830034 -1.248413 5.642125  -0.061

Forces on atoms 1 to 6 (eV/Å):
0.298 -0.064 -0.073
-0.390 -0.068 -0.174
-0.005 -0.261 -0.551
0.369 -0.469 0.631
-0.194 1.123 0.035
-0.154 0.396 -0.037

## Properties
* SMILES: CCCC(=O)O.O


Density functional theory data (ωB97M-V/def2-TZVPD) for a cluster of 2 separate species, C4H6N2O in total at a distorted geometry.

Last column: Löwdin charge in e.
Element x y z (Å)
O1 -0.298404 -2.018136 2.395947  0.026
C1 -0.851956 -1.096373 2.029227  -0.008
N1 -0.425775 -1.449848 -0.874894  -0.003
C2 -0.546260 -0.008754 -1.003543  -0.243
C3 0.436958 0.662030 -0.118910  -0.366
C4 0.920539 1.817669 0.602501  -0.110
N2 1.393490 0.373793 0.639740  0.154
H1 -1.117143 -1.922820 -1.445203  0.075
H2 -1.540055 0.298312 -0.654648  0.119
H3 -0.433789 0.392474 -2.026469  0.118
H4 0.494255 -1.764156 -1.164894  0.081
H5 1.591021 2.542632 0.142062  0.077
H6 0.377121 2.173179 1.479087  0.079

Forces on atoms 1 to 6 (eV/Å):
-0.692 1.111 -0.377
0.611 -1.178 0.540
0.043 -0.104 -0.245
-0.024 0.186 0.040
0.277 -0.181 0.244
0.003 0.394 0.072


Density functional theory data (ωB97M-V/def2-TZVPD) for a structure of composition C11H11N3 at a distorted geometry.

Last column: Löwdin charge in e.
Element x y z (Å)
C1 -3.675417 0.028851 0.097428  -0.446
C2 -0.896963 -0.159926 -0.100419  -0.356
C3 -0.542572 1.284489 -0.438453  0.006
C4 0.763808 1.683847 -0.565519  -0.109
C5 1.773867 0.870668 -0.234049  -0.154
C6 3.227964 1.212829 0.165635  0.000
C7 4.094433 0.198060 0.520063  -0.181
C8 3.761982 -1.127412 0.341258  -0.089
C9 2.451743 -1.564553 -0.159252  -0.057
C10 1.473544 -0.583629 -0.307939  -0.219
C11 0.131757 -1.095393 -0.205171  -0.038
H1 -5.545007 -0.684816 -0.123298  0.152
H2 -4.131209 -1.556051 -0.913572  0.085
H3 -4.951840 1.200078 0.786447  0.053
H4 -2.102549 -1.546299 -0.395690  0.207
H5 -1.444761 1.789580 -0.828971  0.106
H6 0.909329 2.802884 -0.510022  0.137
H7 3.779801 2.205126 0.014728  0.121
H8 5.145509 0.399817 0.755983  0.099
H9 4.739646 -1.786319 0.598719  0.139
H10 2.154512 -2.596968 -0.492704  0.115
H11 0.048583 -2.195654 0.628135  0.219
N1 -4.513649 -1.046893 -0.118023  0.079
N2 -3.875284 1.112963 0.873354  0.074
N3 -2.180622 -0.425837 0.073062  0.057

Forces on atoms 1 to 6 (eV/Å):
4.435 2.459 5.114
3.492 4.850 -1.983
-1.145 -2.998 -0.863
-3.070 4.238 1.306
5.882 -3.956 0.856
-1.548 0.349 -1.461


Density functional theory data (ωB97M-V/def2-TZVPD) for a cluster of 10 separate species, C30H45F15O30S5 in total at a distorted geometry.

Last column: Löwdin charge in e.
Element x y z (Å)
C1 -2.203369 9.019265 3.865108  -0.066
C2 -3.011182 7.731395 3.812940  -0.198
O1 -2.070744 6.609643 3.877298  -0.011
C3 -2.618140 5.306387 4.044500  -0.314
O2 -3.817808 5.144602 4.124699  0.163
C4 -1.581209 4.266540 4.287885  -0.573
F1 -1.764674 3.144493 3.507070  0.111
F2 -0.349717 4.679341 4.143301  0.209
F3 -1.774621 3.933294 5.546314  0.197
H1 -2.322559 9.497843 2.893069  0.070
H2 -1.178899 9.159636 4.209845  0.085
H3 -2.882143 9.580307 4.507438  0.072
H4 -3.689403 7.802381 2.962599  0.129
H5 -3.622181 7.663941 4.713071  0.116
C5 -1.622903 -2.729029 -0.857921  -0.074
C6 -2.893546 -3.534832 -0.725061  -0.185
O3 -3.874889 -3.273987 -1.767182  -0.008
C7 -4.855294 -2.299920 -1.553360  -0.251
O4 -4.724941 -1.425144 -0.654139  0.097
C8 -6.092821 -2.321089 -2.529987  -0.496
F4 -6.056713 -3.502698 -3.163206  0.168
F5 -7.237290 -1.966211 -1.952104  0.190
F6 -5.829129 -1.292954 -3.409223  0.120
H6 -1.728713 -1.670072 -0.622287  0.067
H7 -1.165529 -2.863461 -1.838155  0.088
H8 -0.822850 -3.020494 -0.177429  0.053
H9 -3.243700 -3.243104 0.265082  0.119
H10 -2.662129 -4.595890 -0.818362  0.129
C9 -2.406585 0.422352 -2.699867  -0.038
C10 -2.653337 1.256368 -4.003185  -0.177
O5 -1.785426 0.831226 -5.056510  0.008
C11 -0.503505 1.319045 -5.123478  -0.331
O6 -0.090661 2.187244 -4.398950  0.157
C12 0.438775 0.857261 -6.269150  -0.599
F7 0.998932 -0.277516 -5.872026  0.170
F8 -0.265661 0.660831 -7.393150  0.166
F9 1.338635 1.753928 -6.507624  0.213
H11 -2.683015 -0.602565 -2.947333  0.066
H12 -3.122618 0.871689 -2.011765  0.085
H13 -1.350472 0.481195 -2.436669  0.068
H14 -2.485895 2.303375 -3.750541  0.109
H15 -3.656071 1.082784 -4.393694  0.128
C13 1.619835 -4.134292 0.563063  -0.068
C14 2.669697 -5.140486 0.914574  -0.218
O7 2.126513 -6.461948 0.911954  0.025
C15 1.565148 -6.897327 2.089146  -0.289
O8 1.880077 -6.421387 3.185691  0.130
C16 0.532753 -8.049501 1.945470  -0.574
F10 -0.717251 -7.554491 1.902643  0.151
F11 0.739708 -8.786283 0.895534  0.214
F12 0.476619 -8.774707 3.063720  0.166
H16 2.052718 -3.183328 0.252601  0.054
H17 0.917327 -3.989282 1.383763  0.089
H18 0.999328 -4.489142 -0.259831  0.081
H19 3.182726 -4.803833 1.815444  0.095
H20 3.383657 -5.087624 0.092648  0.126
C17 4.379824 -3.710145 -5.704908  -0.058
C18 3.377785 -3.152295 -4.702683  -0.209
O9 3.900376 -3.165741 -3.367077  0.005
C19 4.032447 -1.990371 -2.604098  -0.256
O10 3.601578 -0.870089 -2.923155  0.117
C20 4.747704 -2.086040 -1.283764  -0.538
F13 5.237582 -3.277442 -1.027822  0.188
F14 5.880453 -1.307543 -1.108596  0.142
F15 3.837736 -1.711101 -0.401388  0.171
H21 5.295377 -3.124239 -5.623698  0.083
H22 3.960663 -3.725816 -6.710958  0.085
H23 4.699344 -4.737208 -5.528425  0.076
H24 2.368227 -3.562423 -4.676634  0.132
H25 3.318187 -2.110710 -5.018348  0.106
C21 -3.883984 0.225100 3.772450  -0.210
C22 -4.454036 -0.478121 2.594782  -0.226
O11 -5.687420 0.133261 2.379523  -0.200
S1 -5.861848 1.644793 3.071989  0.782
O12 -6.943212 1.493180 4.077402  -0.261
O13 -5.904959 2.663677 2.026305  -0.246
O14 -4.329501 1.580011 3.760815  -0.202
H26 -2.812608 0.132185 3.950268  0.127
H27 -4.371044 -0.230516 4.634582  0.127
H28 -4.572527 -1.554027 2.723247  0.139
H29 -3.854516 -0.296651 1.702728  0.106
C23 1.761991 -0.328531 1.121131  -0.163
C24 1.114127 -0.052509 -0.256128  -0.103
O15 -0.125218 0.673182 -0.010404  -0.217
S2 -0.222923 1.136879 1.492942  0.683
O16 -1.599980 1.058120 1.992385  -0.246
O17 0.479795 2.451013 1.718817  -0.255
O18 0.679952 -0.072693 2.011132  -0.196
H30 2.601042 0.289546 1.440628  0.128
H31 2.051997 -1.355562 1.342945  0.094
H32 0.800899 -1.066131 -0.506241  0.107
H33 1.740462 0.386395 -1.032774  0.126
C25 4.615714 2.291775 -3.883992  -0.154
C26 5.804790 1.495197 -3.442831  -0.201
O19 6.157410 1.896250 -2.154070  -0.192
S3 4.886859 2.620068 -1.327893  0.707
O20 5.295998 3.829399 -0.639308  -0.222
O21 4.076291 1.680188 -0.614091  -0.239
O22 4.112906 2.924561 -2.706819  -0.191
H34 3.812227 1.656468 -4.256677  0.119
H35 4.713207 2.992185 -4.713463  0.133
H36 6.692579 1.604743 -4.065672  0.141
H37 5.532205 0.449265 -3.301996  0.099
C27 -1.837331 3.687978 -0.712246  -0.181
C28 -2.601957 4.340186 0.492448  -0.136
O23 -2.915772 5.662955 0.046257  -0.222
S4 -3.203295 5.768484 -1.575130  0.792
O24 -2.255734 6.765466 -2.136699  -0.266
O25 -4.635290 5.808336 -1.917146  -0.250
O26 -2.594577 4.181317 -1.756955  -0.236
H38 -1.956843 2.607434 -0.633245  0.109
H39 -0.817749 4.062669 -0.802589  0.141
H40 -1.919076 4.394314 1.340299  0.113
H41 -3.564013 3.905610 0.763917  0.132
C29 2.543533 -2.795186 5.277384  -0.181
C30 3.974335 -3.160905 5.703444  -0.155
O27 4.989014 -2.807724 4.752511  -0.172
S5 4.257037 -2.288362 3.412205  0.707
O28 4.545436 -2.983399 2.174373  -0.247
O29 4.537367 -0.893420 3.327913  -0.222
O30 2.606391 -2.595175 3.893258  -0.213
H42 2.265833 -1.785530 5.579997  0.130
H43 1.740438 -3.503579 5.480666  0.141
H44 4.095611 -4.231040 5.871373  0.131
H45 4.297835 -2.655735 6.613524  0.135

Forces on atoms 1 to 6 (eV/Å):
-1.566 1.053 -0.477
1.120 -0.628 1.295
-0.799 -2.621 -0.520
-2.730 4.724 -0.818
2.034 -0.513 -0.268
-0.017 -1.669 -0.798

## Properties
* SMILES: CCOC(=O)C(F)(F)F.CCOC(=O)C(F)(F)F.CCOC(=O)C(F)(F)F.CCOC(=O)C(F)(F)F.CCOC(=O)C(F)(F)F.O=S1(=O)OCCO1.O=S1(=O)OCCO1.O=S1(=O)OCCO1.O=S1(=O)OCCO1.O=S1(=O)OCCO1


Listing relative energy (zero: lowest compared OMol25 entry of this formula, charge and spin) for the structures above in their given order: 1.853; 2.999; 2.451; 7.106; 0.400; 2.944; 6.249; 5.800 eV.